[1]
{"formula": "C45H44AsMnN4O9PS4", "method": "the ωB97M-V functional and the def2-TZVPD basis", "symbols": ["Mn", "O", "As", "O", "O", "C", "C", "C", "C", "C", "C", "S", "O", "O", "O", "H", "H", "H", "H", "H", "N", "S", "N", "S", "N", "S", "N", "C", "C", "C", "C", "C", "C", "C", "C", "C", "C", "C", "C", "C", "C", "C", "C", "C", "C", "C", "C", "C", "C", "C", "C", "C", "C", "C", "C", "C", "C", "C", "C", "C", "C", "C", "C", "H", "H", "H", "H", "H", "H", "H", "H", "H", "H", "H", "H", "H", "H", "H", "H", "H", "H", "H", "H", "H", "H", "H", "H", "H", "H", "H", "H", "H", "H", "C", "O", "P", "O", "C", "O", "C", "H", "H", "H", "H", "H", "H", "H", "H", "H"], "positions_angstrom": [[0.174, -0.114, -1.894], [-1.078, -1.952, -5.957], [-0.521, -0.509, -5.021], [-1.256, 0.890, -5.594], [-0.811, -1.099, -3.388], [1.339, -0.496, -5.905], [1.323, -0.635, -7.325], [2.477, -0.715, -8.068], [3.701, -0.655, -7.416], [3.760, -0.516, -6.061], [2.608, -0.412, -5.306], [2.575, -0.028, -3.553], [3.921, 0.429, -3.221], [2.104, -1.263, -2.851], [1.500, 1.057, -3.424], [-1.576, -1.464, -6.676], [0.362, -0.661, -7.812], [2.428, -0.864, -9.152], [4.600, -0.658, -8.028], [4.736, -0.380, -5.580], [1.408, -0.197, -0.366], [2.041, 0.121, 0.907], [1.190, 0.278, 2.340], [-0.306, 0.772, 2.634], [-1.558, 1.285, 1.765], [-2.225, 1.055, 0.307], [-1.437, 0.673, -0.877], [-3.695, 0.019, 0.594], [-3.481, -1.216, 1.238], [-4.585, -1.991, 1.688], [-5.884, -1.594, 1.469], [-6.039, -0.288, 0.991], [-4.988, 0.504, 0.549], [-3.048, 2.622, 0.046], [-3.434, 3.455, 1.095], [-3.823, 4.758, 0.790], [-3.840, 5.260, -0.481], [-3.438, 4.393, -1.511], [-3.085, 3.070, -1.265], [-0.971, -0.292, 3.942], [-0.741, -1.649, 3.986], [-1.235, -2.393, 5.102], [-2.085, -1.859, 6.028], [-2.352, -0.494, 5.963], [-1.870, 0.265, 4.867], [0.056, 2.230, 3.590], [-0.313, 3.482, 3.191], [-0.157, 4.595, 4.037], [0.369, 4.381, 5.306], [0.767, 3.127, 5.702], [0.665, 2.059, 4.826], [2.941, 1.722, 0.853], [3.458, 2.119, 2.082], [4.373, 3.197, 2.069], [4.360, 4.083, 1.012], [3.823, 3.671, -0.192], [3.210, 2.442, -0.330], [3.327, -0.922, 1.460], [3.283, -1.566, 2.664], [4.366, -2.397, 3.023], [5.486, -2.431, 2.209], [5.521, -1.773, 0.996], [4.460, -0.952, 0.632], [-2.483, -1.546, 1.489], [-4.347, -2.951, 2.110], [-6.741, -2.216, 1.685], [-7.025, 0.141, 0.911], [-5.253, 1.394, -0.023], [-3.586, 3.069, 2.115], [-4.056, 5.410, 1.583], [-4.183, 6.267, -0.698], [-3.339, 4.748, -2.513], [-2.789, 2.391, -2.097], [-0.158, -2.172, 3.193], [-0.904, -3.439, 5.164], [-2.531, -2.470, 6.811], [-2.886, 0.010, 6.758], [-2.196, 1.313, 4.801], [-0.740, 3.609, 2.178], [-0.548, 5.575, 3.736], [0.456, 5.238, 5.983], [1.260, 2.890, 6.652], [1.075, 1.104, 5.082], [3.256, 1.593, 2.999], [4.883, 3.421, 2.997], [4.862, 5.064, 1.071], [3.842, 4.325, -1.032], [2.954, 2.071, -1.322], [2.458, -1.358, 3.362], [4.323, -2.991, 3.918], [6.311, -3.087, 2.471], [6.388, -1.834, 0.288], [4.412, -0.369, -0.297], [0.361, -4.395, -4.287], [-0.860, -4.323, -3.557], [-0.989, -3.573, -2.119], [-0.970, -4.965, -1.196], [0.212, -5.267, -0.417], [-2.614, -3.336, -2.177], [-3.396, -3.379, -3.397], [0.230, -3.893, -5.248], [0.547, -5.506, -4.410], [1.141, -3.865, -3.715], [0.696, -4.350, -0.019], [0.960, -5.840, -0.956], [-0.153, -5.803, 0.455], [-4.393, -3.585, -3.020], [-3.043, -4.242, -3.998], [-3.330, -2.459, -4.005]], "atomic_forces_ev_per_a": [[-0.35, -0.39, -1.30], [-0.93, 1.75, -0.87], [-0.04, 0.48, 0.31], [0.57, -1.91, 0.82], [0.76, 1.25, -2.59], [0.31, -0.45, -0.56], [-0.81, 0.07, 1.48], [0.02, -0.18, -0.16], [0.17, -0.07, -1.27], [1.13, 0.62, 1.11], [-1.95, 0.19, 0.35], [-0.38, -0.03, 0.47], [-0.86, -0.23, 0.11], [0.66, 1.55, -0.97], [1.26, -1.76, 0.28], [0.53, -1.10, 0.87], [-0.11, -0.08, -0.17], [0.00, 0.22, 0.41], [-0.01, -0.15, 0.31], [-0.49, -0.14, -0.03], [1.08, -0.16, 2.31], [-1.01, 1.80, -2.36], [-2.36, -0.35, 0.14], [0.36, 1.08, -1.01], [1.88, -0.58, 1.90], [0.07, -1.37, -3.65], [-1.09, 0.49, 1.84], [0.99, -0.92, 2.22], [-1.24, 0.33, 0.33], [1.63, -0.01, -0.99], [0.37, 1.35, 0.03], [-0.53, -0.29, -0.31], [-0.55, -0.05, -0.99], [0.44, 0.64, 0.85], [-0.55, -0.19, -0.13], [0.15, -0.51, 0.67], [0.42, -0.85, -1.36], [-0.23, 0.12, 0.29], [0.46, -0.21, -0.64], [-1.10, -0.26, -0.16], [0.68, -1.00, 0.49], [0.90, -0.81, -1.93], [0.01, 0.60, 0.56], [0.36, 0.64, -1.36], [-0.21, 0.28, 1.10], [-0.05, -0.01, 0.74], [-0.81, 1.28, -1.31], [-0.25, -0.73, -0.14], [-0.38, 1.45, 0.17], [1.01, -1.26, 0.12], [-0.06, 0.17, -0.10], [-0.12, -0.31, 0.48], [1.45, 0.91, -1.11], [-1.65, -0.13, 1.38], [1.07, 0.32, -0.26], [-0.40, 0.01, 0.04], [-0.57, -0.91, 0.57], [0.92, 0.23, 0.04], [0.24, -0.74, 1.19], [-0.47, 0.86, -0.41], [0.03, -1.14, 0.12], [0.52, 1.09, -1.35], [-0.71, -0.34, -0.26], [0.14, -0.12, -0.26], [-0.08, -0.28, 0.19], [0.07, 0.04, 0.20], [-0.24, -0.09, -0.15], [0.26, 0.07, 0.58], [0.57, 0.25, -0.49], [-0.53, 0.58, 0.97], [0.27, -0.11, 0.08], [-0.25, 0.18, -0.52], [-0.07, 0.65, 0.78], [-0.27, 0.56, 0.81], [-0.46, 0.42, -0.07], [0.33, 0.14, -0.06], [-0.32, -0.06, -0.25], [0.46, -0.45, -0.01], [0.09, -0.04, 0.76], [0.43, -0.46, 0.05], [-0.01, -0.43, -0.19], [-0.34, 0.57, -0.24], [-0.01, -0.47, 0.31], [0.07, -0.26, 0.07], [0.04, 0.22, -0.01], [-0.20, -0.72, 0.04], [0.22, 0.31, -0.60], [-0.29, -0.05, 0.26], [0.34, -0.50, -0.48], [0.06, 0.03, 0.30], [-0.05, 0.14, 0.06], [-0.81, -0.03, 0.97], [0.32, -0.42, 0.21], [-0.01, -0.74, 0.48], [-0.17, 0.45, -0.26], [-0.40, -0.53, -0.19], [0.55, -0.02, 0.56], [-0.93, 1.13, 0.31], [0.66, 0.15, -0.16], [0.65, -0.88, 0.18], [0.03, -0.19, 0.04], [0.30, 1.38, -0.02], [0.11, -0.41, -0.35], [-0.17, -0.21, -0.42], [-0.08, -0.17, -0.24], [0.15, -0.34, -0.02], [-0.27, 0.22, -0.34], [-0.40, 0.63, 0.19], [0.07, -0.30, 0.56]], "largest_force_ev_per_a": 3.90, "spin_multiplicity": 6, "homo_lumo_gap_ha": [0.2398, 0.2492], "homo_ev": [-7.31, -7.56]}

[2]
{"formula": "F2H2", "method": "the ωB97M-V functional and the def2-TZVPD basis", "symbols": ["F", "H", "F", "H"], "positions_angstrom": [[-0.237, -0.848, -1.599], [-0.664, -0.581, -0.817], [0.720, 1.089, 1.157], [0.182, 0.340, 1.259]], "atomic_forces_ev_per_a": [[-0.18, 0.07, 0.39], [0.15, -0.08, -0.50], [-0.25, -0.26, -0.03], [0.29, 0.26, 0.14]], "smiles": "F.F", "largest_force_ev_per_a": 0.53, "homo_lumo_gap_ha": 0.5479, "homo_ev": -14.57}

[3]
{"formula": "C7H24N7O8", "method": "the ωB97M-V functional and the def2-TZVPD basis", "symbols": ["N", "O", "O", "O", "C", "O", "H", "H", "H", "H", "C", "O", "N", "N", "H", "H", "H", "H", "C", "O", "N", "N", "H", "H", "H", "H", "C", "O", "N", "N", "H", "H", "H", "H", "C", "C", "C", "O", "H", "H", "H", "H", "H", "H", "H", "H"], "positions_angstrom": [[-0.130, -0.372, 1.498], [0.419, -1.409, 1.057], [-0.429, 0.507, 0.756], [-0.398, -0.339, 2.714], [-1.849, -1.092, -2.032], [-1.591, -2.203, -1.139], [-1.778, -0.077, -1.642], [-1.045, -1.082, -2.768], [-2.812, -1.324, -2.487], [-1.961, -2.091, -0.260], [0.245, -5.206, -0.266], [0.419, -6.404, -0.235], [0.287, -4.552, 0.826], [0.150, -4.462, -1.288], [0.562, -3.603, 0.619], [0.801, -5.124, 1.481], [0.131, -4.941, -2.177], [-0.017, -3.481, -1.114], [1.215, -1.912, 5.194], [1.560, -2.508, 6.199], [0.603, -0.792, 5.203], [1.518, -2.373, 3.964], [0.341, -0.312, 6.053], [0.177, -0.487, 4.340], [1.895, -3.309, 3.915], [1.120, -1.875, 3.180], [2.494, 1.873, -1.486], [3.163, 2.852, -1.609], [2.443, 1.108, -0.458], [1.628, 1.590, -2.356], [1.532, 0.794, -0.155], [3.184, 1.323, 0.193], [1.536, 2.194, -3.160], [0.979, 0.818, -2.296], [-2.666, 4.466, -1.733], [-1.372, 3.605, -1.693], [-0.137, 4.427, -2.016], [-1.383, 2.991, -0.449], [-2.581, 5.271, -1.002], [-3.506, 3.805, -1.519], [-2.901, 4.843, -2.728], [-1.432, 2.763, -2.382], [0.556, 3.864, -2.641], [0.389, 4.782, -1.130], [-0.356, 5.339, -2.572], [-1.004, 2.111, -0.402]], "atomic_forces_ev_per_a": [[-0.43, -0.99, 1.01], [0.06, 0.45, 0.58], [-0.12, 0.85, -0.66], [0.08, -0.11, -1.61], [0.16, -0.84, 0.03], [0.63, 0.85, -0.13], [-0.49, -0.14, 0.76], [-0.16, -0.53, -0.25], [0.08, 0.62, -0.26], [-0.34, 0.26, -0.11], [0.86, -4.65, -0.46], [-0.19, -2.20, -0.87], [0.15, 3.31, 5.34], [-0.46, 2.05, -4.84], [0.30, 0.00, 1.34], [-0.06, 0.69, 0.60], [-0.18, 0.69, -0.03], [-0.37, -0.18, -1.16], [2.10, -3.06, 1.19], [0.23, -0.56, 0.67], [-2.73, 4.56, -0.17], [0.18, -0.41, -1.22], [0.18, -0.46, -0.10], [0.26, 0.21, 0.84], [-0.18, 0.28, -0.26], [0.38, -0.84, -0.05], [0.96, 2.77, 0.08], [2.94, 2.30, -0.07], [1.00, -3.12, 4.79], [-5.23, -1.72, -5.80], [0.58, -0.05, 0.18], [-0.53, -0.22, 0.49], [0.08, -0.20, 0.26], [0.38, 0.05, -0.06], [0.36, -1.06, -0.40], [-0.97, 0.39, -1.14], [0.51, 0.32, -0.17], [0.13, -0.14, 2.24], [-0.16, -0.02, -0.07], [-0.04, 0.13, 0.47], [0.45, 0.32, -0.02], [-0.26, 0.28, -0.81], [0.10, 0.14, 0.30], [-0.02, -0.32, 0.17], [-0.36, -0.06, -0.12], [0.14, 0.36, -0.50]], "largest_force_ev_per_a": 8.00, "spin_multiplicity": 2, "homo_lumo_gap_ha": [0.2901, 0.1124], "homo_ev": [-9.77, -9.67]}

[4]
{"formula": "C2H12N2O3", "method": "the ωB97M-V functional and the def2-TZVPD basis", "symbols": ["H", "N", "C", "N", "C", "H", "H", "H", "H", "H", "O", "H", "H", "O", "H", "H", "O", "H", "H"], "positions_angstrom": [[1.991, -0.006, 2.229], [1.599, 0.155, 1.288], [0.342, 0.031, 1.264], [-0.663, -0.488, 2.118], [-1.548, -1.362, 1.377], [-0.162, 0.368, 0.343], [-1.112, 0.324, 2.527], [-1.953, -0.887, 0.459], [-2.450, -1.492, 1.966], [-1.054, -2.232, 0.954], [0.241, 1.244, -1.957], [0.659, 0.919, -1.190], [0.635, 0.757, -2.699], [-2.891, -0.091, -1.792], [-2.863, 0.691, -2.315], [-3.659, -0.539, -2.138], [3.146, 0.392, -1.089], [2.724, 0.254, -0.229], [4.037, 0.106, -1.003]], "atomic_forces_ev_per_a": [[-0.14, -0.51, -0.39], [-0.43, 0.27, 1.57], [-0.66, 0.33, -1.93], [1.83, 0.11, 1.13], [-1.28, 1.30, -1.27], [0.39, -0.30, -0.25], [-0.43, -0.30, 0.15], [0.26, 0.23, 0.16], [0.22, -0.88, 0.23], [0.05, -0.41, 0.86], [-0.92, 0.45, -1.88], [1.07, -0.55, 1.13], [-0.05, 0.25, 0.54], [-0.04, -0.78, 0.59], [0.42, 1.15, -0.54], [-0.35, -0.41, 0.00], [-0.89, 0.30, -0.52], [-0.06, 0.09, 0.31], [1.02, -0.35, 0.11]], "smiles": "[H]/N=C\\NC.O.O.O", "largest_force_ev_per_a": 2.22, "homo_lumo_gap_ha": 0.3815, "homo_ev": -9.61}

Please write out number 4 again, unchanged.
{"formula": "C2H12N2O3", "method": "the ωB97M-V functional and the def2-TZVPD basis", "symbols": ["H", "N", "C", "N", "C", "H", "H", "H", "H", "H", "O", "H", "H", "O", "H", "H", "O", "H", "H"], "positions_angstrom": [[1.991, -0.006, 2.229], [1.599, 0.155, 1.288], [0.342, 0.031, 1.264], [-0.663, -0.488, 2.118], [-1.548, -1.362, 1.377], [-0.162, 0.368, 0.343], [-1.112, 0.324, 2.527], [-1.953, -0.887, 0.459], [-2.450, -1.492, 1.966], [-1.054, -2.232, 0.954], [0.241, 1.244, -1.957], [0.659, 0.919, -1.190], [0.635, 0.757, -2.699], [-2.891, -0.091, -1.792], [-2.863, 0.691, -2.315], [-3.659, -0.539, -2.138], [3.146, 0.392, -1.089], [2.724, 0.254, -0.229], [4.037, 0.106, -1.003]], "atomic_forces_ev_per_a": [[-0.14, -0.51, -0.39], [-0.43, 0.27, 1.57], [-0.66, 0.33, -1.93], [1.83, 0.11, 1.13], [-1.28, 1.30, -1.27], [0.39, -0.30, -0.25], [-0.43, -0.30, 0.15], [0.26, 0.23, 0.16], [0.22, -0.88, 0.23], [0.05, -0.41, 0.86], [-0.92, 0.45, -1.88], [1.07, -0.55, 1.13], [-0.05, 0.25, 0.54], [-0.04, -0.78, 0.59], [0.42, 1.15, -0.54], [-0.35, -0.41, 0.00], [-0.89, 0.30, -0.52], [-0.06, 0.09, 0.31], [1.02, -0.35, 0.11]], "smiles": "[H]/N=C\\NC.O.O.O", "largest_force_ev_per_a": 2.22, "homo_lumo_gap_ha": 0.3815, "homo_ev": -9.61}